Here is a gas-phase ion, C3H3N2 (charge +1) from OMol25. Energies are from the ωB97M-V functional and the def2-TZVPD basis.

Output
* relative energy (zero: lowest compared OMol25 entry of this formula, charge and spin): 258.8 kJ/mol
* total charge: +1
* maximum force: 0.0835 Eh/bohr
* Kohn-Sham gap: 9.18 eV
* E_HOMO: -14.75 eV
* lowest unoccupied orbital energy: -5.57 eV

Each line ends with the natural charge from an NBO analysis.
Positions of all 8 atoms, in Å:
C -1.80155 0.42800 1.03299  0.2970
C 0.89665 -1.70272 -0.11187  0.4463
C -0.73950 0.22014 -0.03401  -0.0968
N -0.94300 1.34579 0.76016  -0.5260
N 0.25101 -0.77003 0.12198  -0.1878
H -0.95746 0.15515 -1.20548  0.2606
H -0.63925 2.37923 0.88244  0.4882
H 1.65961 -2.49113 -0.02453  0.3185

=====

Here is a molecular structure, C5H7N2 from OMol25. Energies are from the ωB97M-V functional and the def2-TZVPD basis.

Output
* relative energy (zero: lowest compared OMol25 entry of this formula, charge and spin): 332.8 kJ/mol
* total charge: +1
* maximum force: 0.1002 Eh/bohr
* Kohn-Sham gap: 9.49 eV
* E_HOMO: -14.55 eV
* lowest unoccupied orbital energy: -5.06 eV

Each line ends with the natural charge from an NBO analysis.
Positions of all 14 atoms, in Å:
C 0.92174 1.45400 -0.28587  0.1584
C 1.72987 -0.58388 0.31631  0.3087
C -1.01665 0.16584 0.79887  -0.4411
C -0.46444 1.15091 -0.11904  -0.1873
C -0.53289 -0.74375 -0.38893  0.1248
N 1.82189 0.64171 0.18252  -0.4097
N 0.69259 -1.32392 -0.22904  -0.5483
H 1.27823 2.37079 -0.81694  0.2586
H 2.60421 -1.09664 0.74879  0.2367
H -0.45818 -0.07715 1.66908  0.2464
H -2.11960 0.35438 1.05396  0.2857
H -1.20912 1.61908 -0.59600  0.2431
H -1.07861 -1.03536 -1.30819  0.2646
H 0.55915 -2.29138 -0.40722  0.4597

=====

Here is a gas-phase ion, C11H19O2S2Si (charge +1) from OMol25. Energies are from the ωB97M-V functional and the def2-TZVPD basis.

Output
* total charge: +1
* maximum force: 0.0538 Eh/bohr
* Kohn-Sham gap: 6.80 eV
* E_HOMO: -11.44 eV
* lowest unoccupied orbital energy: -4.64 eV

Each line ends with the natural charge from an NBO analysis.
Positions of all 35 atoms, in Å:
C 4.92096 -0.74396 -0.25641  -1.1470
Si 3.62447 -0.73995 1.07063  1.8408
C 3.41158 -2.40867 1.87120  -1.1593
C 3.76878 0.64309 2.30387  -1.1484
O 2.21747 -0.30584 0.10835  -0.7047
C 0.95160 -0.58357 0.15339  0.8329
C 0.24438 -1.66773 0.76311  -0.3608
C -1.07813 -1.39545 0.62033  -0.0010
C -1.21218 -0.00616 0.14580  -0.0021
O 0.10289 0.26495 -0.40201  -0.3929
H 5.92807 -0.76607 0.18382  0.2639
H 4.80816 -1.62820 -0.89995  0.2562
H 4.83538 0.15141 -0.88799  0.2639
H 4.24887 -2.55846 2.57026  0.2763
H 2.47915 -2.50373 2.44420  0.2403
H 3.45413 -3.21727 1.12731  0.2583
H 4.69319 0.54069 2.88810  0.2679
H 3.79455 1.61477 1.79289  0.2633
H 2.92397 0.64448 3.00533  0.2515
H 0.75390 -2.51389 1.21509  0.2693
H -1.92443 -1.99947 0.93623  0.2700
H -1.35388 0.65794 1.01256  0.2677
C -4.82881 2.10858 -1.71229  -0.4339
C -4.97981 0.61025 -1.49956  -0.5177
S -3.91644 -0.00131 -0.17501  0.2087
C -2.26746 0.40842 -0.83643  -0.5136
S -2.09947 2.19692 -1.10043  0.2357
C -3.45727 2.45034 -2.26527  -0.5269
H -5.59745 2.44826 -2.40787  0.2319
H -4.97027 2.62299 -0.75617  0.2276
H -5.99652 0.37850 -1.15634  0.2537
H -4.74975 0.02289 -2.39930  0.2210
H -2.11623 -0.11509 -1.80157  0.2364
H -3.20382 1.86815 -3.16106  0.2187
H -3.40958 3.52220 -2.49483  0.2525